i.
Below is a gas-phase ion, C12H26N3OS (charge +1), with properties calculated with the ωB97M-V functional and the def2-TZVPD basis.

Positions of all 43 atoms, in Å:
C  -1.12  0.89  4.11
C  -1.87  2.08  3.54
H  -2.89  1.79  3.24
H  -1.93  2.90  4.26
O  -1.16  2.54  2.39
C  -1.81  3.58  1.66
C  -1.06  3.78  0.34
C  -1.15  2.54  -0.53
H  -2.19  2.28  -0.70
H  -0.66  2.70  -1.50
N  -0.52  1.39  0.18
H  -0.79  1.60  1.23
H  0.50  1.43  0.11
C  -1.07  0.07  -0.18
N  -0.49  -0.58  -1.19
C  0.75  -0.25  -1.85
H  1.06  0.78  -1.67
H  0.60  -0.38  -2.92
C  1.84  -1.24  -1.40
N  1.43  -2.57  -1.76
C  0.19  -2.91  -1.08
H  -0.10  -3.92  -1.36
C  -0.90  -1.94  -1.51
H  -1.84  -2.16  -1.00
H  -1.05  -2.00  -2.59
H  0.30  -2.88  0.02
C  2.47  -3.57  -1.59
C  3.58  -3.42  -2.63
H  3.15  -3.33  -3.62
H  4.20  -2.55  -2.44
H  4.22  -4.30  -2.60
H  2.00  -4.55  -1.73
H  2.90  -3.55  -0.58
H  2.77  -1.00  -1.91
H  2.00  -1.13  -0.30
S  -2.39  -0.38  0.68
H  -0.02  4.03  0.56
H  -1.50  4.63  -0.19
H  -2.85  3.30  1.47
H  -1.80  4.50  2.25
H  -0.09  1.17  4.33
H  -1.13  0.06  3.42
H  -1.60  0.58  5.03

Summary:
HOMO-LUMO gap, eV: 8.8
LUMO energy, eV: -2.934
M, g mol⁻¹: 260.43
SMILES string: CCOCCC[NH2+]C(=S)N1CCN(CC)CC1
Total charge: +1

These are the natural (NBO) partial charges, in e, on atoms 1 to 6: C -0.634; C -0.060; H 0.187; H 0.190; O -0.566; C -0.070

ii.
Below is a gas-phase ion, C12H26N3OS (charge +1), with properties calculated with the ωB97M-V functional and the def2-TZVPD basis.

Positions of all 43 atoms, in Å:
C  3.68  -1.28  0.08
C  3.27  -1.24  -1.38
H  3.50  -0.26  -1.81
H  3.81  -2.00  -1.96
O  1.87  -1.50  -1.50
C  1.34  -1.29  -2.80
C  0.87  0.16  -3.00
C  -0.30  0.48  -2.08
H  -0.59  1.53  -2.18
H  -1.15  -0.16  -2.34
N  0.04  0.21  -0.66
H  0.73  -0.60  -0.72
H  -0.84  -0.01  -0.03
C  0.62  1.31  0.12
N  0.61  1.07  1.46
C  0.55  -0.28  1.99
H  1.07  -0.27  2.95
H  1.09  -0.97  1.34
C  -0.92  -0.72  2.18
N  -1.74  0.13  1.31
C  -1.73  1.51  1.83
H  -2.10  2.16  1.04
C  -0.29  1.93  2.21
H  -0.10  1.79  3.28
H  -0.11  2.97  1.97
H  -2.40  1.60  2.69
C  -3.10  -0.39  1.13
C  -3.87  0.35  0.05
H  -4.11  1.36  0.34
H  -3.30  0.38  -0.88
H  -4.80  -0.18  -0.14
H  -3.66  -0.34  2.08
H  -3.01  -1.45  0.86
H  -1.05  -1.76  1.90
H  -1.23  -0.61  3.23
S  1.11  2.69  -0.57
H  0.57  0.30  -4.03
H  1.70  0.84  -2.79
H  2.09  -1.56  -3.56
H  0.49  -1.98  -2.90
H  3.28  -0.43  0.62
H  4.76  -1.25  0.14
H  3.34  -2.21  0.53

Summary:
HOMO-LUMO gap, eV: 9.0
LUMO energy, eV: -3.398
M, g mol⁻¹: 260.43
SMILES string: CCOCCC[NH2+]C(=S)N1CCN(CC)CC1
Total charge: +1

These are the natural (NBO) partial charges, in e, on atoms 1 to 6: C -0.632; C -0.064; H 0.178; H 0.191; O -0.572; C -0.077

Energy above the most stable structure, in kJ/mol: i 0.0; ii 39.8

i.
Below is 2 unconnected molecules or ions with the total composition C2H2ClNO, with properties calculated with the ωB97M-V functional and the def2-TZVPD basis.

Positions of all 7 atoms, in Å:
C  -0.24  0.27  1.08
C  -0.52  -0.16  -0.31
N  0.71  0.38  0.10
O  -0.56  0.45  2.18
Cl  -1.62  0.67  -1.41
H  0.63  -2.41  -1.49
H  1.60  0.79  -0.15

Summary:
HOMO-LUMO gap (spin up / spin down), eV: 8.8 / 9.6
LUMO energy (spin up / spin down), eV: -0.180 / -0.891
M, g mol⁻¹: 91.50

These are the natural (NBO) partial charges, in e, on atoms 1 to 6: C 0.662; C 0.043; N -0.612; O -0.498; Cl -0.021; H -0.002

ii.
Below is a molecular structure, C2H2ClNO, with properties calculated with the ωB97M-V functional and the def2-TZVPD basis.

Positions of all 7 atoms, in Å:
C  0.75  0.79  0.24
C  -0.01  -0.37  0.38
N  1.33  1.75  0.02
O  -1.03  -0.27  -1.07
Cl  1.11  -1.72  -0.11
H  -0.53  -0.58  1.21
H  -1.63  0.39  -0.67

Summary:
HOMO-LUMO gap, eV: 11.5
LUMO energy, eV: -0.286
M, g mol⁻¹: 91.50

These are the natural (NBO) partial charges, in e, on atoms 1 to 6: C 0.186; C 0.011; N -0.218; O -0.684; Cl 0.021; H 0.228

Energy above the most stable structure, in kJ/mol: i 356.1; ii 0.0